Density functional theory data (ωB97M-V/def2-TZVPD) for C16H25Cl5N6O2PW as an isolated structure.

Output
⟨S²⟩   2.018
Frontier orbital gap (alpha / beta)   6.384 / 6.282 eV
Charge   +3
Energy   -103734.5624 eV
2S+1   3
LUMO (alpha / beta)   -10.687 / -10.820 eV

Geometry (Å):
W  0.190  -0.786  0.232
Cl  -2.602  -2.818  -1.109
C  -1.009  -3.463  -1.170
C  0.028  -2.624  -0.776
C  1.304  -3.175  -0.747
Cl  2.383  -1.990  0.009
C  1.637  -4.452  -1.111
Cl  3.236  -5.029  -1.021
C  0.566  -5.259  -1.560
Cl  0.888  -6.837  -2.067
C  -0.761  -4.774  -1.570
Cl  -2.039  -5.783  -2.054
C  1.788  0.262  -2.312
N  0.372  0.198  -1.853
C  -0.510  -0.324  -2.927
P  -0.131  1.730  -1.097
O  0.458  1.477  0.278
N  -1.763  1.634  -0.987
C  -2.410  0.684  -0.088
C  -2.687  2.255  -1.949
N  0.524  2.991  -1.858
C  0.321  3.340  -3.273
C  0.965  4.137  -1.028
H  2.147  -0.741  -2.529
H  2.413  0.724  -1.549
H  1.864  0.853  -3.225
H  -0.129  -1.290  -3.256
H  -0.526  0.349  -3.785
H  -1.523  -0.464  -2.557
H  -1.694  0.132  0.582
H  -2.995  -0.053  -0.638
H  -3.066  1.207  0.611
H  -2.169  3.011  -2.533
H  -3.499  2.743  -1.411
H  -3.111  1.514  -2.630
H  0.065  2.466  -3.870
H  1.256  3.753  -3.652
H  -0.452  4.100  -3.391
H  1.108  3.831  0.004
H  0.237  4.948  -1.069
H  1.916  4.497  -1.417
C  0.689  0.119  6.141
N  0.531  -0.315  4.755
C  0.379  -1.706  4.347
C  0.225  -1.527  2.871
O  0.033  -2.337  1.942
N  0.306  -0.237  2.536
C  0.481  0.478  3.695
N  0.567  1.790  3.720
H  0.805  -0.756  6.772
H  -0.187  0.672  6.482
H  1.581  0.738  6.253
H  -0.498  -2.186  4.792
H  1.251  -2.312  4.607
H  0.536  2.309  2.857
H  0.709  2.294  4.582

---

Density functional theory data (ωB97M-V/def2-TZVPD) for a 3-piece molecular cluster, C16H25F17NO6P2S overall.

Output
Frontier orbital gap   6.463 eV
Charge   -1
Energy   -106385.2102 eV
LUMO   1.945 eV

Geometry (Å):
N  1.039  7.095  3.577
C  0.649  6.926  2.152
P  -0.367  5.359  1.672
C  -1.466  3.935  1.020
C  -1.292  2.547  1.615
C  -1.978  2.370  2.961
F  -3.048  1.466  2.880
O  0.054  4.523  3.157
C  1.246  3.840  3.131
C  1.998  4.321  1.874
P  3.271  3.137  1.301
O  4.481  3.323  2.346
O  2.695  1.651  1.565
S  3.807  3.311  -0.535
O  1.078  4.618  0.922
H  1.863  7.686  3.619
H  0.322  7.638  4.043
H  1.545  6.970  1.531
H  -0.006  7.742  1.847
H  -1.509  5.943  2.374
H  -0.662  6.063  0.437
H  -1.256  3.853  -0.046
H  -2.501  4.261  1.105
H  -1.759  1.816  0.949
H  -0.248  2.265  1.671
H  -2.345  3.330  3.313
H  -1.274  2.013  3.713
H  1.093  2.751  3.087
H  1.807  4.030  4.058
H  2.606  5.186  2.195
H  4.158  3.666  3.194
H  2.584  1.462  2.509
C  1.468  -2.407  0.530
C  2.733  -2.241  1.381
C  3.839  -1.348  0.824
F  4.329  -1.833  -0.337
F  4.857  -1.311  1.718
F  3.222  -3.453  1.731
F  2.326  -1.620  2.529
O  1.349  -3.586  -0.252
C  1.835  -3.684  -1.521
C  2.903  -4.778  -1.650
F  3.933  -4.545  -0.821
F  3.364  -4.782  -2.922
F  2.254  -2.511  -2.011
F  0.799  -4.099  -2.309
H  0.663  -2.500  1.256
H  1.263  -1.508  -0.051
H  3.460  -0.336  0.674
H  2.464  -5.751  -1.419
C  -3.119  -4.656  -2.349
C  -2.376  -5.698  -3.196
C  -1.503  -5.189  -4.345
F  -2.233  -4.529  -5.266
F  -0.928  -6.255  -4.952
F  -3.237  -6.638  -3.642
F  -1.503  -6.315  -2.344
O  -4.486  -4.422  -2.632
C  -4.903  -3.497  -3.549
C  -5.695  -4.142  -4.695
F  -4.961  -5.077  -5.324
F  -6.023  -3.182  -5.589
F  -3.896  -2.736  -4.007
F  -5.775  -2.676  -2.918
H  -3.134  -5.086  -1.349
H  -2.553  -3.727  -2.280
H  -0.718  -4.535  -3.966
H  -6.604  -4.600  -4.302

---

Density functional theory data (ωB97M-V/def2-TZVPD) for C16H25F4N2O3Pt as an isolated structure.

Output
Frontier orbital gap (alpha / beta)   5.380 / 5.381 eV
Charge   +3
Energy   -40204.2607 eV
LUMO (alpha / beta)   -13.736 / -13.735 eV

Geometry (Å):
Pt  -0.115  0.427  0.079
C  2.841  -0.684  0.097
O  1.503  -0.821  0.649
C  1.425  -1.634  1.853
C  1.283  -0.727  3.053
O  0.210  0.161  2.750
C  0.410  1.518  3.122
C  1.397  2.210  2.204
O  1.101  1.939  0.796
C  1.949  2.721  -0.093
H  3.235  -1.672  -0.128
H  2.764  -0.101  -0.814
H  3.478  -0.177  0.821
H  0.560  -2.290  1.751
H  2.328  -2.240  1.903
H  1.032  -1.314  3.938
H  2.211  -0.188  3.253
H  -0.573  1.984  3.069
H  0.759  1.619  4.153
H  1.350  3.291  2.349
H  2.425  1.885  2.369
H  1.636  3.764  -0.054
H  2.984  2.630  0.232
H  1.837  2.326  -1.099
C  -1.672  2.940  0.559
N  -1.629  1.713  -0.293
C  -1.613  2.170  -1.720
C  -2.826  0.892  0.030
C  -2.778  -0.402  -0.739
N  -1.379  -0.925  -0.818
C  -1.180  -2.079  -1.377
C  0.168  -2.445  -1.821
F  1.058  -1.497  -1.905
C  0.472  -3.692  -2.282
F  1.688  -3.956  -2.682
C  -0.530  -4.665  -2.392
C  -1.860  -4.362  -2.075
F  -2.785  -5.268  -2.220
C  -2.213  -3.108  -1.647
F  -3.467  -2.883  -1.398
H  -2.561  3.508  0.281
H  -0.790  3.550  0.379
H  -1.746  2.661  1.606
H  -2.510  2.760  -1.917
H  -1.569  1.327  -2.403
H  -0.738  2.797  -1.872
H  -3.749  1.426  -0.210
H  -2.813  0.707  1.104
H  -3.096  -0.272  -1.777
H  -3.452  -1.123  -0.281
H  -0.284  -5.653  -2.777

---

Density functional theory data (ωB97M-V/def2-TZVPD) for a 4-piece molecular cluster, C16H25F7O9S3 overall.

Output
Frontier orbital gap   10.168 eV
SMILES string   O=C(O)OC(F)(F)C(F)(F)C(F)(F)F.O=S1(=O)CCCC1.O=S1(=O)CCCC1.O=S1(=O)CCCC1
Charge   0
Energy   -86952.8583 eV
LUMO   0.246 eV

Geometry (Å):
O  1.380  1.121  -3.773
C  0.845  1.656  -4.676
O  0.646  1.131  -5.876
O  0.372  2.968  -4.626
C  -0.726  3.268  -3.840
F  -0.587  2.794  -2.589
F  -0.773  4.603  -3.797
C  -2.089  2.751  -4.436
F  -1.967  2.658  -5.781
F  -3.056  3.651  -4.145
C  -2.586  1.391  -3.876
F  -3.681  1.042  -4.537
F  -1.657  0.447  -4.042
F  -2.873  1.497  -2.587
H  0.516  1.839  -6.523
O  -0.903  -1.298  0.227
S  0.012  -2.188  -0.455
O  -0.503  -3.272  -1.255
C  1.162  -1.211  -1.409
C  2.308  -0.932  -0.441
C  2.569  -2.257  0.289
C  1.207  -2.811  0.732
H  0.659  -0.317  -1.767
H  1.484  -1.819  -2.253
H  3.194  -0.578  -0.965
H  2.015  -0.167  0.278
H  3.048  -2.960  -0.395
H  3.230  -2.120  1.140
H  1.163  -3.897  0.722
H  0.915  -2.440  1.712
O  -5.141  -5.005  1.878
S  -4.320  -3.892  2.285
O  -3.180  -4.102  3.142
C  -3.842  -2.957  0.838
C  -4.967  -1.944  0.657
C  -5.285  -1.414  2.062
C  -5.387  -2.627  2.996
H  -3.720  -3.637  -0.001
H  -2.896  -2.464  1.058
H  -4.670  -1.145  -0.020
H  -5.848  -2.435  0.236
H  -4.476  -0.760  2.394
H  -6.205  -0.832  2.077
H  -5.042  -2.417  4.005
H  -6.394  -3.037  3.026
O  4.050  0.018  1.927
S  4.866  1.208  1.913
O  6.020  1.297  1.057
C  3.799  2.620  1.647
C  3.371  3.034  3.051
C  4.636  2.952  3.917
C  5.318  1.613  3.607
H  2.977  2.323  1.000
H  4.397  3.392  1.164
H  2.941  4.034  3.055
H  2.615  2.343  3.428
H  5.306  3.775  3.663
H  4.405  3.034  4.978
H  6.401  1.663  3.668
H  4.947  0.809  4.239

---

charge of number 1 (C16H25Cl5N6O2PW)?
+3